A structure of composition C3HO3Sm, computed with the ωB97M-V functional and the def2-TZVPD basis.

The geometry in XYZ format:
```
8
Properties=species:S:1:pos:R:3
C -0.576 0.568 0.205
C -1.203 -0.610 0.462
O -1.063 1.789 -0.064
H -2.021 1.760 -0.164
O 0.710 0.393 -0.225
Sm 3.530 -1.250 0.875
O -0.224 -1.619 -0.380
C 0.848 -1.031 -0.709
```

charge = +1
LUMO level (spin up / spin down) = -6.8 / -6.7 eV
F_max = 0.06159 Eh/bohr
molar mass = 235.398 g mol⁻¹
2S+1 = 7
HOMO level (spin up / spin down) = -10.391 / -10.493 eV
energy = -27158.689 eV

Charges obtained by Mulliken population analysis, quoted in units of e: number 1, C, carries 0.730; number 2, C, carries -0.745; number 3, O, carries -0.459; number 4, H, carries 0.347; number 5, O, carries -0.226; number 6, Sm, carries 1.618; number 7, O, carries -0.089; number 8, C, carries -0.175

A structure of composition C3HO3V, computed with the ωB97M-V functional and the def2-TZVPD basis.

The geometry in XYZ format:
```
8
Properties=species:S:1:pos:R:3
O 0.084 1.048 -0.292
V 3.480 0.083 0.378
O 1.874 -0.290 -0.367
C 0.668 -0.179 -0.066
O -0.141 -1.066 0.275
C -1.925 0.012 0.179
H -2.761 -0.656 0.050
C -1.279 1.048 -0.157
```

LUMO level (spin up / spin down) = -0.8 / -0.4 eV
F_max = 0.11094 Eh/bohr
molar mass = 135.982 g mol⁻¹
2S+1 = 5
HOMO level (spin up / spin down) = -7.983 / -8.773 eV
energy = -34950.946 eV

Charges obtained by Mulliken population analysis, quoted in units of e: number 1, O, carries -0.221; number 2, V, carries 0.752; number 3, O, carries -0.786; number 4, C, carries 0.840; number 5, O, carries -0.540; number 6, C, carries 0.048; number 7, H, carries 0.336; number 8, C, carries -0.430

The ion C3HO4 with charge -1, computed with the ωB97M-V functional and the def2-TZVPD basis.

The geometry in XYZ format:
```
8
Properties=species:S:1:pos:R:3
O 2.109 1.290 0.195
C 1.059 0.694 0.069
O -0.093 1.252 -0.183
C -1.137 0.326 -0.467
C -0.302 -1.125 0.014
O -0.615 -2.294 0.035
O 0.985 -0.669 0.176
H -2.006 0.526 0.161
```

charge = -1
SMILES string = O=c1occ([O-])o1
LUMO level = 4.2 eV
F_max = 0.10238 Eh/bohr
molar mass = 101.037 g mol⁻¹
HOMO level = -2.762 eV
energy = -11317.153 eV

Charges obtained by Mulliken population analysis, quoted in units of e: number 1, O, carries -0.634; number 2, C, carries 0.726; number 3, O, carries -0.170; number 4, C, carries -0.563; number 5, C, carries 0.494; number 6, O, carries -0.615; number 7, O, carries -0.316; number 8, H, carries 0.078

A structure of composition C3HO5, computed with the ωB97M-V functional and the def2-TZVPD basis.

The geometry in XYZ format:
```
9
Properties=species:S:1:pos:R:3
C 0.981 -0.830 -0.407
C -0.035 0.939 -0.622
C -1.134 0.620 0.296
O -1.381 1.281 1.284
O -1.507 -0.682 0.211
O 2.331 -0.766 -0.081
O 1.347 -1.077 0.849
O 0.121 1.697 -1.551
H -0.723 -1.182 0.019
```

charge = -1
LUMO level (spin up / spin down) = 4.1 / 4.1 eV
F_max = 0.08486 Eh/bohr
molar mass = 117.036 g mol⁻¹
HOMO level (spin up / spin down) = -2.843 / -2.842 eV
energy = -13359.232 eV

Charges obtained by Mulliken population analysis, quoted in units of e: number 1, C, carries -0.345; number 2, C, carries 0.418; number 3, C, carries 0.409; number 4, O, carries -0.576; number 5, O, carries -0.449; number 6, O, carries -0.225; number 7, O, carries -0.190; number 8, O, carries -0.558; number 9, H, carries 0.516

A structure of composition C3LiO3Sn, computed with the ωB97M-V functional and the def2-TZVPD basis.

The geometry in XYZ format:
```
8
Properties=species:S:1:pos:R:3
C -0.818 0.029 -0.433
C -2.070 0.003 0.047
O -3.172 0.022 0.329
O 0.358 0.884 0.018
C 0.478 -0.438 -0.406
O 1.219 -1.320 -0.141
Sn 1.008 2.639 0.086
Li 2.996 -1.819 0.500
```

charge = +3
LUMO level = -15.4 eV
F_max = 0.11805 Eh/bohr
molar mass = 209.682 g mol⁻¹
HOMO level = -23.661 eV
energy = -15252.030 eV

Charges obtained by Mulliken population analysis, quoted in units of e: number 1, C, carries -0.102; number 2, C, carries 0.674; number 3, O, carries 0.049; number 4, O, carries -0.205; number 5, C, carries 0.674; number 6, O, carries -0.478; number 7, Sn, carries 1.409; number 8, Li, carries 0.979

A structure of composition C3LuO, computed with the ωB97M-V functional and the def2-TZVPD basis.

The geometry in XYZ format:
```
5
Properties=species:S:1:pos:R:3
C 1.230 0.320 -0.050
C -0.197 -0.097 -1.014
O 1.017 0.444 -1.393
C -0.316 -0.014 0.338
Lu -1.733 -0.653 2.120
```

charge = +2
LUMO level (spin up / spin down) = -11.9 / -11.9 eV
F_max = 0.10131 Eh/bohr
molar mass = 226.999 g mol⁻¹
2S+1 = 2
HOMO level (spin up / spin down) = -17.646 / -20.579 eV
energy = -38749.446 eV

Charges obtained by Mulliken population analysis, quoted in units of e: number 1, C, carries 0.361; number 2, C, carries 0.241; number 3, O, carries -0.002; number 4, C, carries 0.008; number 5, Lu, carries 1.391

The molecule C3N2O, computed with the ωB97M-V functional and the def2-TZVPD basis.

The geometry in XYZ format:
```
6
Properties=species:S:1:pos:R:3
N -1.784 -1.155 0.139
C -1.229 -0.149 0.019
C -0.036 0.701 -0.076
O 0.019 1.890 -0.207
C 1.113 -0.227 0.023
N 1.916 -1.059 0.102
```

SMILES string = N#CC(=O)C#N
LUMO level = -2.1 eV
F_max = 0.02700 Eh/bohr
molar mass = 80.046 g mol⁻¹
HOMO level = -12.822 eV
energy = -8136.213 eV

Charges obtained by Mulliken population analysis, quoted in units of e: number 1, N, carries -0.264; number 2, C, carries 0.236; number 3, C, carries 0.449; number 4, O, carries -0.390; number 5, C, carries 0.213; number 6, N, carries -0.245

The molecule C3N2O2S, computed with the ωB97M-V functional and the def2-TZVPD basis.

The geometry in XYZ format:
```
8
Properties=species:S:1:pos:R:3
O 2.881 0.622 0.044
C 1.861 0.354 0.472
N 0.756 0.280 0.889
C -0.585 -0.032 0.840
S -1.363 -0.074 2.268
N -1.218 -0.386 -0.320
C -1.151 -0.408 -1.521
O -1.181 -0.355 -2.671
```

SMILES string = O=C=NC(=S)N=C=O
LUMO level = -1.1 eV
F_max = 0.05716 Eh/bohr
molar mass = 128.112 g mol⁻¹
HOMO level = -9.301 eV
energy = -21020.316 eV

Charges obtained by Mulliken population analysis, quoted in units of e: number 1, O, carries -0.367; number 2, C, carries 0.509; number 3, N, carries -0.173; number 4, C, carries 0.304; number 5, S, carries -0.243; number 6, N, carries -0.268; number 7, C, carries 0.607; number 8, O, carries -0.370

The highest energy belongs to which entry? C3N2O

The lowest energy belongs to which entry? C3LuO

Please write out number 2 again, unchanged.
A structure of composition C3HO3V, computed with the ωB97M-V functional and the def2-TZVPD basis.

The geometry in XYZ format:
```
8
Properties=species:S:1:pos:R:3
O 0.084 1.048 -0.292
V 3.480 0.083 0.378
O 1.874 -0.290 -0.367
C 0.668 -0.179 -0.066
O -0.141 -1.066 0.275
C -1.925 0.012 0.179
H -2.761 -0.656 0.050
C -1.279 1.048 -0.157
```

LUMO level (spin up / spin down) = -0.8 / -0.4 eV
F_max = 0.11094 Eh/bohr
molar mass = 135.982 g mol⁻¹
2S+1 = 5
HOMO level (spin up / spin down) = -7.983 / -8.773 eV
energy = -34950.946 eV

Charges obtained by Mulliken population analysis, quoted in units of e: number 1, O, carries -0.221; number 2, V, carries 0.752; number 3, O, carries -0.786; number 4, C, carries 0.840; number 5, O, carries -0.540; number 6, C, carries 0.048; number 7, H, carries 0.336; number 8, C, carries -0.430